Molecular formula: C4H8O2
Method: DFT, ωB97M-V with the def2-TZVPD basis set

Each line ends with the Mulliken charge.
CARTESIAN COORDINATES (ANGSTROEM)
C  1.3374  -0.5223  0.9359  -1.23
C  0.4842  0.5718  0.2691  0.51
O  1.2959  1.5871  -0.2862  -0.52
C  -0.2545  -0.1905  -0.7588  -0.76
C  -1.6072  -0.6313  -0.3515  -0.20
O  -1.9530  0.6131  -1.0001  -0.34
H  1.8904  -1.0928  0.1813  0.34
H  2.0583  -0.0360  1.5956  0.33
H  0.7215  -1.2135  1.5202  0.35
H  -0.1471  1.0627  1.0233  0.25
H  1.5069  1.3027  -1.1866  0.36
H  -1.3668  0.6099  -1.8018  0.44
H  -1.9155  -0.5552  0.6971  0.25
H  -2.0506  -1.5055  -0.8376  0.23

Atoms 1-2, force components in eV/Å:
C 0.1 -0.1 0.1
C -0.2 -0.2 0.1

Computed properties:
- energy above the lowest of the compared OMol25 structures with the same formula, charge and spin (kcal/mol) = 110.4
- energy (eV) = -8368.495
- orbital gap (eV) = 9.57
- max |F| (eV/A) = 0.5

Molecular formula: CH6N2O2
Method: DFT, ωB97M-V with the def2-TZVPD basis set

Each line ends with the Mulliken charge.
CARTESIAN COORDINATES (ANGSTROEM)
C  0.6019  -0.4596  -1.1866  -0.43
N  0.4497  0.8973  0.8862  -0.23
N  -0.1108  -0.3721  0.8383  -0.15
O  0.1671  1.3779  -0.3958  -0.50
O  -1.5570  -0.3883  0.8057  -0.40
H  -1.7266  0.2200  0.0621  0.36
H  -0.0806  1.4757  1.5485  0.27
H  0.1288  -0.9367  1.6555  0.26
H  0.1999  0.0257  -2.0622  0.29
H  1.6698  -0.3557  -1.0527  0.27
H  0.2579  -1.4844  -1.0990  0.26

Atoms 1-2, force components in eV/Å:
C -0.1 1.0 -0.5
N -0.2 -0.2 0.2

Computed properties:
- energy above the lowest of the compared OMol25 structures with the same formula, charge and spin (kcal/mol) = 197.9
- energy (eV) = -8202.293
- orbital gap (eV) = 8.77
- max |F| (eV/A) = 1.5

Molecular formula: C19H35IrN2O2
Method: DFT, ωB97M-V with the def2-TZVPD basis set

Each line ends with the Löwdin spin population.
CARTESIAN COORDINATES (ANGSTROEM)
Ir  0.7096  -0.1220  -1.0457  0.84
C  -1.3128  0.1083  -0.4987  0.02
C  -0.7786  -0.8750  0.3564  -0.02
C  -0.2313  -0.1226  1.5863  0.02
C  -0.6686  1.1986  1.4603  -0.05
C  -1.3378  1.4131  0.2143  0.00
C  -1.9910  2.6010  -0.2411  0.00
C  -3.4250  2.4776  0.4475  0.00
C  -1.2961  3.8705  0.2856  0.00
C  -2.1506  2.6392  -1.7712  0.00
C  0.5658  -0.5469  2.7771  0.00
C  1.4127  -1.8037  2.6030  0.00
C  1.5065  0.6098  3.1850  0.00
C  -0.4720  -0.7473  3.9358  0.00
C  -0.9942  -2.3548  0.0437  0.00
C  0.3848  -2.9385  -0.3366  0.07
C  -1.6630  -3.0932  1.2108  0.00
C  -1.8977  -2.5186  -1.1899  0.00
H  -1.9648  -0.1117  -1.3291  0.00
H  -0.5055  1.9670  2.1994  0.00
H  -3.3603  2.4777  1.5352  0.00
H  -3.9712  1.5949  0.1180  0.00
H  -3.9579  3.3708  0.1151  0.00
H  -1.2909  3.9299  1.3740  0.00
H  -1.8563  4.7284  -0.0850  0.00
H  -0.2704  3.9533  -0.0790  0.00
H  -2.8736  1.9093  -2.1347  0.00
H  -1.1982  2.4757  -2.2847  0.00
H  -2.5154  3.6227  -2.0605  0.00
H  2.1008  -1.7122  1.7556  0.00
H  0.8329  -2.7130  2.4982  0.00
H  2.0141  -1.9232  3.5029  0.00
H  2.1557  0.9197  2.3593  0.00
H  2.1393  0.2469  3.9934  0.00
H  0.9848  1.4859  3.5649  0.00
H  -1.1494  -1.5780  3.7555  0.00
H  -1.0653  0.1522  4.1074  0.00
H  0.1051  -0.9574  4.8376  0.00
H  1.0182  -3.1883  0.5010  0.00
H  1.0046  -2.2357  -0.9892  0.02
H  0.2572  -3.8162  -0.9707  0.00
H  -1.0724  -3.0925  2.1221  0.00
H  -1.8106  -4.1331  0.9162  0.00
H  -2.6443  -2.6681  1.4303  0.00
H  -1.4738  -2.0937  -2.1036  0.00
H  -2.8926  -2.0984  -1.0341  0.00
H  -2.0232  -3.5855  -1.3682  0.00
C  3.8662  0.3157  -5.1571  0.00
O  2.5344  0.0116  -4.5770  0.00
C  2.3239  0.0354  -3.3304  0.01
O  1.1401  -0.2597  -2.9253  0.05
N  3.2516  0.3471  -2.4226  0.00
N  2.8119  0.3194  -1.0825  0.01
H  3.7113  0.2836  -6.2263  0.00
H  4.5641  -0.4587  -4.8482  0.00
H  4.1646  1.3152  -4.8484  0.00
H  4.2183  0.5550  -2.6374  0.00
H  3.0101  1.2171  -0.6389  0.00
H  3.3260  -0.4045  -0.5760  0.00

Atoms 1-2, force components in eV/Å:
Ir 1.1 1.7 3.5
C -1.2 0.3 -0.6

Computed properties:
- total charge = +3
- energy (eV) = -30152.867
- expectation value of S² = 0.789
- orbital gap (spin up / spin down) (eV) = 6.68 / 6.71
- spin multiplicity = 2
- max |F| (eV/A) = 4.1

Molecular formula: C5H6N
Method: DFT, ωB97M-V with the def2-TZVPD basis set

Each line ends with the Mulliken charge.
CARTESIAN COORDINATES (ANGSTROEM)
C  -0.7984  1.5078  -2.4417  -0.62
C  -0.4293  1.0816  -1.2828  -0.03
C  -0.0802  0.6731  -0.0710  -0.25
C  0.2529  -0.8064  0.4714  -0.36
C  0.5592  -1.2290  1.8104  0.31
N  0.8113  -1.5627  2.8835  0.05
H  -1.8425  1.6074  -2.6976  0.26
H  -0.0893  1.8288  -3.1899  0.26
H  0.0429  1.4220  0.6998  0.40
H  -0.6037  -1.4242  0.1633  0.35
H  1.1244  -1.1380  -0.1144  0.34
H  1.0527  -1.9601  3.7688  0.31

Atoms 1-2, force components in eV/Å:
C -0.1 0.3 -0.4
C 0.6 -1.7 1.9

Computed properties:
- total charge = +1
- energy above the lowest of the compared OMol25 structures with the same formula, charge and spin (kcal/mol) = 77.3
- energy (eV) = -6761.824
- orbital gap (eV) = 9.32
- max |F| (eV/A) = 2.6

Molecular formula: C48H79N2O22
Method: DFT, ωB97M-V with the def2-TZVPD basis set

Each line ends with the Mulliken charge.
CARTESIAN COORDINATES (ANGSTROEM)
C  4.3410  -4.5766  -4.0449  -0.31
O  4.3698  -5.0265  -2.6593  -0.36
C  5.5920  -4.5615  -2.0236  -0.52
C  5.4490  -3.0343  -1.5449  -0.13
C  5.9423  -1.9566  -2.6617  -0.08
C  6.7255  -0.7439  -1.9529  -1.04
C  5.7777  0.4991  -1.5756  -0.41
C  4.9036  0.0551  -0.2855  0.06
C  4.1136  1.3939  0.2083  -0.38
C  2.9771  1.7664  -0.8798  -0.50
C  1.8597  0.5839  -0.9310  -0.44
C  1.9782  -0.3194  -2.2937  -0.05
N  0.7514  -0.0377  -3.0901  0.81
C  1.0366  0.5356  -4.4241  -0.68
O  0.3489  1.8501  -4.5147  -0.16
O  1.3268  2.8105  -4.6523  -0.44
C  -0.1946  -1.1814  -3.1393  1.07
N  -1.4617  -0.6407  -3.7616  -0.59
C  -0.6263  -1.7583  -1.7081  -0.77
C  -1.4349  -3.1602  -1.8030  0.09
O  -1.1916  -4.1381  -1.0393  -0.57
C  0.3393  -2.4453  -4.0032  -0.21
O  -0.3663  -2.9569  -4.9600  -0.77
O  1.5539  -3.0831  -3.7423  -0.57
H  3.4901  -5.1266  -4.5638  0.27
H  5.3529  -4.6890  -4.5822  0.25
H  4.0712  -3.4531  -4.0341  -0.04
H  5.7853  -5.2035  -1.0968  0.18
H  6.5079  -4.6510  -2.7183  0.27
H  6.0809  -2.9187  -0.5922  0.44
H  4.3468  -2.8732  -1.2515  -0.09
H  5.0157  -1.5089  -3.1904  -0.14
H  6.6166  -2.4346  -3.4536  0.51
H  7.2325  -1.0923  -0.9760  0.31
H  7.5364  -0.3812  -2.6751  0.34
H  6.4281  1.3787  -1.2496  0.33
H  5.1429  0.8533  -2.4537  0.16
H  4.1771  -0.7943  -0.5134  -0.40
H  5.6199  -0.2186  0.5795  0.46
H  4.8478  2.2714  0.2405  0.22
H  3.5862  1.2112  1.2171  0.00
H  2.4338  2.7230  -0.5485  0.21
H  3.3838  1.9669  -1.9260  0.36
H  1.8997  -0.0585  0.0220  0.22
H  0.8398  1.1273  -0.9216  0.20
H  2.0861  -1.3946  -1.9333  0.11
H  2.9567  0.0000  -2.7824  -0.37
H  0.6414  -0.0738  -5.3056  0.23
H  2.1434  0.7669  -4.6063  0.35
H  1.6596  2.7580  -5.5776  0.31
H  -1.4008  -0.6653  -4.7869  0.20
H  -2.2747  -1.1982  -3.4763  0.31
H  0.2541  -1.9812  -1.0038  -0.06
H  -1.2866  -0.9952  -1.1395  0.38
H  -2.2838  -3.2104  -2.5706  0.28
O  6.7988  3.3112  1.8110  -0.62
C  5.9853  3.1853  2.6917  0.45
O  5.1726  2.1056  2.8279  -0.20
C  4.2579  2.3310  3.9063  0.39
C  4.9139  3.3796  4.7729  -0.61
C  5.6843  4.2009  3.7615  -0.36
H  3.3065  2.6701  3.4867  -0.39
H  4.0925  1.3980  4.4495  0.39
H  4.2009  3.9616  5.3598  0.30
H  5.6131  2.9026  5.4681  0.33
H  5.0717  4.9976  3.3332  0.16
H  6.6022  4.6066  4.1874  0.35
O  -1.8221  -0.2723  1.4836  -0.52
C  -2.6910  -0.9994  1.8942  0.40
O  -3.2640  -0.8808  3.1230  -0.39
C  -4.1769  -1.9670  3.3288  0.02
C  -4.5363  -2.4516  1.9443  -0.68
C  -3.2668  -2.1828  1.1635  -0.08
H  -3.6747  -2.7373  3.9216  0.22
H  -5.0500  -1.6141  3.8763  -0.11
H  -4.8519  -3.4958  1.9224  0.36
H  -5.3522  -1.8442  1.5389  0.29
H  -2.5648  -3.0177  1.2271  0.20
H  -3.4795  -1.9368  0.1233  0.25
O  1.3864  1.7704  -7.6109  -0.62
C  0.2486  1.8590  -7.9951  0.55
O  -0.3594  3.0350  -8.3090  -0.36
C  -1.7348  2.7892  -8.6208  -0.43
C  -1.8001  1.3307  -9.0104  -0.58
C  -0.7147  0.7153  -8.1533  -0.05
H  -2.3378  3.0104  -7.7352  0.27
H  -2.0494  3.4445  -9.4352  0.31
H  -2.7854  0.8874  -8.8562  0.34
H  -1.5412  1.2173  -10.0682  0.27
H  -1.0881  0.4256  -7.1682  -0.08
H  -0.2411  -0.1312  -8.6498  0.39
O  9.3610  -7.1420  -2.3539  -0.59
C  8.4879  -7.8569  -1.9357  0.53
O  7.9297  -7.7413  -0.6980  -0.36
C  7.0056  -8.8166  -0.4943  -0.42
C  6.6241  -9.2839  -1.8785  -0.44
C  7.8874  -9.0252  -2.6698  -0.39
H  7.5040  -9.5992  0.0861  0.29
H  6.1418  -8.4559  0.0669  0.32
H  6.2940  -10.3239  -1.9062  0.33
H  5.8125  -8.6620  -2.2693  0.21
H  8.5789  -9.8700  -2.6210  0.26
H  7.6667  -8.7666  -3.7052  0.26
O  -6.9618  -2.8481  4.5730  -0.58
C  -7.3044  -2.0776  5.4347  0.49
O  -6.4407  -1.4393  6.2705  -0.36
C  -7.1851  -0.6891  7.2373  -0.50
C  -8.5423  -0.4678  6.6105  -0.46
C  -8.7235  -1.7156  5.7767  0.12
H  -7.2438  -1.2727  8.1613  0.26
H  -6.6725  0.2517  7.4459  0.34
H  -9.3348  -0.3117  7.3430  0.34
H  -8.5103  0.4091  5.9564  0.25
H  -9.1697  -2.5294  6.3535  0.25
H  -9.3032  -1.5166  4.8801  -0.07
O  -11.2465  -0.4293  5.5863  -0.55
C  -11.7382  -0.7505  4.5336  0.52
O  -11.0310  -1.2512  3.4851  -0.36
C  -11.9022  -1.4215  2.3610  -0.47
C  -13.2923  -1.5106  2.9460  -0.51
C  -13.1911  -0.6188  4.1656  -0.43
H  -11.7852  -0.5610  1.6958  0.27
H  -11.6282  -2.3273  1.8179  0.33
H  -14.0739  -1.2104  2.2462  0.33
H  -13.4975  -2.5391  3.2596  0.27
H  -13.4046  0.4255  3.9258  0.27
H  -13.8338  -0.9677  4.9736  0.30
O  2.1721  4.1018  2.7886  -0.63
C  1.0395  4.2029  2.3812  0.36
O  0.4454  5.3856  2.0758  -0.33
C  -0.9270  5.1522  1.7292  -0.56
C  -0.9901  3.7014  1.3125  -0.51
C  0.0738  3.0661  2.1818  0.04
H  -1.5474  5.3610  2.6043  0.31
H  -1.2204  5.8223  0.9212  0.41
H  -1.9801  3.2601  1.4373  0.36
H  -0.7086  3.6051  0.2590  0.16
H  -0.3224  2.7606  3.1533  0.35
H  0.5543  2.2258  1.6798  -0.06
O  -2.0024  7.7336  2.1443  -0.60
C  -1.1449  8.2665  2.7999  0.64
O  -0.8102  7.8896  4.0634  -0.34
C  0.1646  8.7976  4.5875  -0.45
C  0.8098  9.4307  3.3770  -0.47
C  -0.3266  9.4558  2.3771  -0.47
H  -0.3461  9.5316  5.2185  0.27
H  0.8864  8.2501  5.1961  0.32
H  1.2366  10.4143  3.5814  0.32
H  1.6119  8.7860  3.0046  0.25
H  -0.9344  10.3587  2.4728  0.29
H  0.0342  9.3408  1.3552  0.26

Atoms 1-2, force components in eV/Å:
C -0.8 1.2 0.0
O 2.1 0.2 -0.8

Computed properties:
- total charge = -1
- energy above the lowest of the compared OMol25 structures with the same formula, charge and spin (kcal/mol) = 71.1
- energy (eV) = -99078.347
- orbital gap (eV) = 5.67
- max |F| (eV/A) = 6.3